Entry 1:
ORCA calculation (ωB97M-V/def2-TZVPD) on 7 unconnected molecules or ions with the total composition C22H44Cl4O15 at a distorted geometry.

Element x y z (Å)
C  4.63684  15.26424  -0.05103
C  3.65902  14.38256  0.68078
O  4.30169  13.16162  1.01129
C  3.64185  12.29006  1.75907
O  2.56419  12.45355  2.25309
O  4.27162  11.12561  1.85118
C  5.59001  10.99716  1.31881
H  5.52854  15.47744  0.54129
H  4.29875  16.29138  -0.22036
H  4.81305  14.85094  -1.04399
H  2.79228  14.10497  0.07106
H  3.22634  14.92910  1.51974
H  6.31513  11.55581  1.92016
H  5.65786  11.38446  0.30512
H  5.83248  9.94622  1.43415
C  2.77768  7.18282  0.63548
C  3.41770  8.09319  -0.40059
O  2.50175  9.19217  -0.59086
C  2.93464  10.20066  -1.31936
O  4.02560  10.30133  -1.82232
O  1.96940  11.10994  -1.38618
C  2.19610  12.25774  -2.21684
H  3.52888  6.46899  0.97823
H  1.96532  6.61393  0.18316
H  2.39195  7.72016  1.49831
H  3.56347  7.54798  -1.32865
H  4.32654  8.53064  -0.00004
H  3.08894  12.78306  -1.88834
H  1.31044  12.85976  -2.02021
H  2.17430  11.95225  -3.25985
C  -2.22803  11.34828  6.25072
C  -2.07307  12.83953  6.51993
O  -1.03908  13.36781  5.72065
C  -1.40099  13.90162  4.55446
O  -2.53003  14.01628  4.16948
O  -0.31746  14.33420  3.95136
C  -0.50891  14.92598  2.67674
H  -1.40884  10.74212  6.63678
H  -2.14595  11.20266  5.16577
H  -3.16481  10.85677  6.50948
H  -1.78174  12.89986  7.57102
H  -3.00253  13.40164  6.45867
H  -0.95308  14.17110  2.02766
H  0.46908  15.16911  2.28087
H  -1.11961  15.82642  2.67812
C  7.81231  10.38278  4.96574
C  6.96797  10.91129  6.11282
O  5.76022  11.41883  5.51812
C  5.08569  12.37909  6.14445
O  5.42855  12.92133  7.16676
O  3.96709  12.60845  5.47896
C  3.31760  13.85394  5.62119
H  8.52301  9.64130  5.33772
H  8.39481  11.14049  4.43969
H  7.21109  9.88720  4.20341
H  7.47681  11.67666  6.69294
H  6.63950  10.08318  6.74291
H  3.92880  14.70297  5.30256
H  2.94282  14.03221  6.62668
H  2.48792  13.87999  4.91292
C  1.46514  5.39873  3.71490
C  1.56908  5.93527  5.15516
O  0.29676  6.05317  5.74584
C  -0.20654  4.98536  6.36182
O  0.31471  3.91025  6.40923
O  -1.35164  5.35591  6.89812
C  -2.17573  4.38036  7.53231
H  2.40518  5.53894  3.18371
H  0.68757  5.96682  3.20077
H  1.19629  4.34341  3.70822
H  2.06016  6.90204  5.11402
H  2.22508  5.26786  5.71707
H  -1.57296  3.57113  7.94789
H  -2.78944  3.91490  6.75807
H  -2.75356  4.90437  8.28303
Cl  2.58934  5.93744  9.56466
C  2.44939  7.41229  8.56046
Cl  3.71973  7.48274  7.32877
H  1.51295  7.35976  8.01581
H  2.50844  8.30406  9.17138
Cl  1.36458  9.85187  6.54264
C  1.42729  10.59079  4.91163
Cl  1.73714  9.37676  3.66763
H  0.50406  11.09495  4.64767
H  2.23022  11.31673  4.86786

Forces on the atoms, in the same order (eV/Å):
0.038 0.537 -0.310
-1.098 0.719 -0.302
0.893 0.421 0.101
-0.457 -0.674 -0.088
-0.382 0.483 0.258
0.188 -0.059 0.119
0.504 0.326 0.366
0.268 -0.736 -0.191
-0.744 -0.267 0.039
0.638 -0.021 0.149
0.104 0.236 -0.154
0.302 -0.460 0.519
-0.213 0.045 0.100
-0.103 -0.453 -0.137
-0.024 -0.075 -0.378
0.141 -0.268 -0.352
-0.547 0.248 1.047
-0.394 -0.449 -0.075
0.354 0.243 -0.127
0.157 0.030 -0.127
-0.351 0.063 0.081
-0.680 -0.346 0.553
-0.032 -0.026 0.025
-0.082 0.029 0.092
0.089 0.160 -0.060
0.262 0.252 -0.172
0.351 -0.185 -0.296
0.172 -0.049 -0.382
0.133 0.182 -0.090
0.462 0.152 -0.063
0.186 -0.473 -1.539
-0.796 -1.219 1.569
0.644 0.183 0.113
-0.620 0.166 0.670
-0.335 -0.045 -0.434
0.906 0.372 0.010
-0.103 -0.410 -0.823
0.042 0.256 0.372
-0.192 0.037 -0.020
-0.106 0.456 0.392
0.460 0.530 -0.172
0.056 -0.005 -0.559
-0.137 0.211 -0.135
0.234 -0.039 0.188
-0.153 -0.097 0.359
0.398 -0.219 -0.099
-0.259 -0.440 -0.506
-0.275 0.298 -0.419
0.680 0.003 1.071
-0.086 0.124 -0.323
-0.188 -0.228 -0.947
-0.585 1.002 -0.150
-0.009 0.066 0.055
-0.117 0.226 0.207
-0.230 -0.051 0.202
-0.137 0.018 0.071
0.258 0.104 0.237
0.460 -0.255 0.301
0.129 -0.145 0.082
-0.089 -0.493 0.164
-0.387 0.281 0.527
1.268 -0.988 -1.422
-0.357 0.771 0.366
0.488 0.221 -0.329
-0.006 -0.743 0.169
-0.579 0.551 0.343
0.481 -0.723 -0.574
0.062 -0.029 0.051
0.049 -0.032 -0.136
0.007 -0.010 -0.013
-0.486 0.281 0.311
-0.247 0.033 0.279
0.049 0.248 0.245
-0.302 0.181 0.194
-0.095 -0.067 -0.008
-0.063 0.501 -0.172
-0.037 -0.452 -0.301
0.308 0.009 0.222
-0.088 -0.011 0.144
0.068 -0.108 0.155
-0.199 0.494 -0.469
0.170 0.131 -0.235
-0.018 -0.110 -0.005
-0.219 -0.219 0.383
0.145 -0.194 0.197

## Properties
**Total charge**: 0
**SMILES**: CCOC(=O)OC.CCOC(=O)OC.CCOC(=O)OC.CCOC(=O)OC.CCOC(=O)OC.ClCCl.ClCCl
**Multiplicity**: 1
**Relative energy (zero: lowest compared OMol25 entry of this formula, charge and spin)**: 0.00 kcal per mole
**HOMO level**: -10.418 eV
**Lowest unoccupied orbital energy**: 0.44 eV

Need the Mulliken charges? In units of e they are: -1.410, -0.035, -0.286, 0.818, -0.564, -0.087, -0.794, 0.330, 0.424, 0.298, 0.250, 0.189, 0.343, 0.319, 0.218, -0.637, -0.191, -0.256, 0.840, -0.610, -0.308, -0.666, 0.429, 0.381, -0.223, 0.370, 0.133, 0.252, 0.234, 0.302, -0.862, -0.293, -0.308, 0.690, -0.576, -0.209, -0.549, 0.160, 0.246, 0.360, 0.310, 0.390, 0.341, -0.006, 0.337, -1.094, -0.231, -0.172, 0.503, -0.604, -0.103, -0.719, 0.388, 0.320, 0.219, 0.366, 0.234, 0.365, 0.301, 0.149, -1.226, 0.087, -0.186, 0.710, -0.566, -0.305, -0.721, 0.243, 0.293, 0.392, 0.048, 0.407, 0.343, 0.288, 0.222, -0.176, -0.129, -0.128, 0.016, 0.380, -0.167, 0.855, -0.098, -0.034, -0.565

---

Entry 2:
ORCA calculation (ωB97M-V/def2-TZVPD) on a molecular structure, C22H44ClGeNaO3PSSi3.

Element x y z (Å)
Na  -0.40948  -1.18152  -0.66501
C  -0.14419  5.95534  2.12899
Si  0.36820  4.13659  2.17248
C  2.18053  4.06715  2.66722
C  -0.65111  3.27283  3.49556
Ge  -0.05637  3.10976  0.06896
Si  -2.09105  3.93591  -0.83327
C  -2.74250  2.72876  -2.11800
C  -1.92003  5.63652  -1.63372
C  -3.39862  4.09171  0.52132
Si  1.75342  3.55699  -1.40774
C  3.32951  2.76165  -0.76727
C  1.39537  2.83467  -3.10700
C  2.05986  5.41062  -1.58100
H  0.04810  6.44337  3.08683
H  -1.20710  6.05896  1.90577
H  0.40798  6.49707  1.35918
H  2.33263  4.47010  3.67196
H  2.80164  4.63899  1.97530
H  2.52240  3.03247  2.65160
H  -0.47999  3.70379  4.48445
H  -0.38740  2.21543  3.52673
H  -1.71632  3.34695  3.26927
H  -2.05986  2.65983  -2.96722
H  -3.72496  3.02384  -2.49305
H  -2.81240  1.72963  -1.68044
H  -1.27754  5.58648  -2.51396
H  -1.47687  6.35203  -0.93995
H  -2.89157  6.02537  -1.94562
H  -3.52426  3.14553  1.04762
H  -4.36713  4.37950  0.10664
H  -3.11147  4.84087  1.26099
H  3.17089  1.69875  -0.58150
H  3.64528  3.21327  0.17322
H  4.14290  2.86691  -1.48902
H  1.26617  1.75404  -3.02504
H  2.21663  3.02928  -3.80048
H  0.48149  3.25092  -3.53490
H  2.30242  5.84873  -0.61124
H  1.17704  5.92413  -1.96397
H  2.89191  5.61244  -2.25882
S  0.90492  0.43849  1.20993
C  -0.17009  1.12378  0.15203
C  -5.12125  -0.81719  -0.86007
P  -3.36857  -1.13061  -0.39762
C  -3.35277  -0.39492  1.28515
C  -3.45402  -2.91738  0.02429
H  -5.80775  -1.19501  -0.09924
H  -5.33939  -1.30016  -1.81231
H  -5.27224  0.25556  -0.98094
H  -4.17633  -0.76530  1.90132
H  -3.41849  0.68875  1.19760
H  -2.40081  -0.62048  1.76706
H  -4.22029  -3.13117  0.77352
H  -2.47942  -3.24572  0.38697
H  -3.66461  -3.48543  -0.88193
C  -1.35939  0.10379  -4.02335
C  -0.93593  -1.24123  -4.54245
C  -1.57482  -1.83450  -5.61808
C  -1.17970  -3.08237  -6.07317
Cl  -2.00894  -3.80068  -7.43326
C  -0.14784  -3.76337  -5.46154
C  0.50506  -3.18473  -4.38241
C  0.12183  -1.92835  -3.92743
O  0.72121  -1.28084  -2.89237
C  1.75544  -1.98279  -2.19027
C  1.26831  -3.24346  -1.41434
O  2.14180  -4.08495  -1.20505
O  0.05592  -3.23813  -1.07306
H  -2.19607  0.49459  -4.60121
H  -0.53659  0.81614  -4.07126
H  -1.66247  0.04291  -2.97590
H  -2.39270  -1.31957  -6.10584
H  0.14514  -4.74379  -5.80903
H  1.29133  -3.73323  -3.88701
H  2.14697  -1.26708  -1.45977
H  2.56310  -2.25569  -2.87162

Forces on the atoms, in the same order (eV/Å):
-0.179 0.482 0.035
0.003 -0.053 -0.057
0.011 0.043 0.111
-0.020 -0.009 -0.018
0.007 0.002 -0.067
-0.007 -0.109 0.023
-0.138 0.056 -0.030
0.065 0.004 0.049
0.041 -0.064 0.038
0.083 0.004 -0.023
0.075 -0.021 -0.075
-0.062 -0.006 0.017
-0.020 0.026 0.063
-0.071 -0.037 0.042
0.015 0.010 0.063
-0.045 0.020 -0.003
0.033 0.035 -0.039
-0.016 0.027 0.027
0.024 0.026 -0.025
0.029 -0.062 0.002
0.019 0.034 0.033
0.005 -0.054 0.010
-0.050 -0.001 0.003
0.009 -0.005 -0.010
-0.057 0.024 -0.002
-0.006 -0.015 -0.014
0.035 0.004 -0.052
0.025 0.053 0.041
-0.057 0.004 -0.022
-0.019 -0.082 0.043
-0.040 0.020 -0.036
-0.005 0.027 0.030
-0.006 -0.040 0.018
0.021 0.009 0.047
0.014 0.027 -0.048
-0.005 -0.054 -0.003
0.035 0.009 -0.023
-0.040 0.015 -0.028
0.018 0.032 0.046
-0.036 0.032 -0.020
0.045 -0.015 -0.038
-0.021 -0.038 0.088
0.084 0.107 -0.137
0.106 -0.013 0.011
-0.051 -0.106 0.043
-0.003 -0.063 -0.086
-0.031 0.086 -0.010
-0.023 0.008 0.008
-0.018 -0.008 -0.020
-0.031 0.031 -0.011
0.012 0.001 0.002
0.006 0.065 0.018
0.010 0.014 0.034
-0.002 0.000 0.010
0.012 -0.053 0.009
0.010 -0.027 -0.013
0.036 -0.146 -0.010
0.045 0.045 0.063
-0.017 0.008 -0.010
0.062 -0.034 0.039
-0.020 -0.013 -0.030
-0.055 0.013 -0.044
0.015 0.113 0.088
-0.088 -0.044 -0.091
-0.020 0.036 0.155
0.172 -0.083 -0.011
0.061 -0.041 -0.111
0.084 -0.102 -0.013
-0.042 -0.157 0.032
-0.022 0.002 -0.003
0.026 0.041 0.004
-0.003 0.017 -0.010
-0.005 0.004 -0.002
-0.010 -0.015 -0.022
0.043 -0.040 0.020
-0.027 -0.004 -0.110
-0.029 0.005 0.014

## Properties
**Total charge**: -1
**Multiplicity**: 1
**Relative energy (zero: lowest compared OMol25 entry of this formula, charge and spin)**: 0.00 kcal per mole
**HOMO level**: -3.483 eV
**Lowest unoccupied orbital energy**: 2.16 eV

Need the Mulliken charges? In units of e they are: 0.438, -1.007, 0.442, -1.054, -1.048, 0.057, 0.098, -0.450, -1.120, -0.923, 0.182, -0.948, -0.571, -0.989, 0.371, 0.230, 0.263, 0.388, 0.259, 0.271, 0.374, 0.256, 0.272, 0.061, 0.491, -0.236, 0.258, 0.302, 0.378, 0.130, 0.382, 0.245, 0.208, 0.208, 0.384, -0.275, 0.509, 0.271, 0.224, 0.254, 0.374, -0.349, 0.011, -1.330, 0.931, -0.931, -1.311, 0.368, 0.365, 0.342, 0.470, -0.106, 0.312, 0.389, 0.371, 0.370, -0.668, 1.040, -0.908, 0.187, -0.267, -0.978, -0.922, 0.922, -0.065, -0.722, 0.712, -0.793, -0.730, 0.456, 0.084, -0.049, 0.383, 0.429, 0.361, 0.211, 0.453

---

Q: What is the formula in the first record?
A: C22H44Cl4O15

---

Q: Which of these has the highest lowest unoccupied orbital energy?
A: C22H44ClGeNaO3PSSi3